Entry 1:
103
Properties=species:S:1:pos:R:3:lowdin_spin:R:1 method="wB97M-V/def2-TZVPD" charge=+1 gap_ha="0.2182 / 0.1757" multiplicity=4 lumo_energy_ev="-2.2 / -5.8" homo_energy_ev="-8.138 / -10.567" energy_ha=-5062.924399
H 2.06802 3.36505 -1.23105 0.01
C -0.35947 2.18861 2.71700 0.01
H 3.66032 2.01892 -1.02532 0.01
C 3.64401 -0.92918 1.14942 0.02
H 5.79651 -0.57895 -3.83433 0.00
P 0.11885 2.33087 -0.03852 0.12
C 3.19852 3.77358 4.63832 0.17
H -1.29296 4.42531 5.08764 0.00
C 4.78736 -1.66358 0.83163 0.00
P 2.64026 0.01937 -0.04060 0.11
C 4.77127 -0.63993 -3.49438 0.00
C 5.49318 -2.33336 1.82218 0.00
C -0.39507 3.00194 1.59233 0.01
H 2.55575 -4.97898 3.57071 0.00
C 2.44912 -1.07943 -3.94403 0.00
C 2.42192 -3.77270 -1.20482 0.02
H 6.37506 -2.90412 1.56342 0.00
C 3.13523 -0.41461 -1.72926 0.01
H 4.30550 -4.48334 -1.94876 0.00
C 3.23615 -4.43033 -2.11414 0.00
H 5.62344 -2.78931 3.91207 0.00
C -3.08946 4.03983 -1.90116 0.00
C -1.93208 -3.23428 -0.40894 0.05
C 2.92927 3.15329 1.93846 0.05
H 1.66335 -1.37699 -4.62547 0.00
H -0.86816 4.98306 0.87514 0.00
H 4.12859 1.39972 2.43026 0.01
C 1.47391 -3.97003 2.02283 0.03
C -3.90676 -4.40888 0.35277 0.00
H 1.35625 -3.83566 5.40625 0.00
H 0.86086 -5.43357 -4.30510 0.00
H 1.81469 5.02636 1.83036 0.00
C 1.03662 -3.69949 -1.38474 0.05
C 3.76473 -1.02788 -4.37349 0.00
H -0.44000 -2.21599 4.88119 0.00
H -2.07647 -4.30856 1.45299 0.00
C 1.78816 -4.24935 3.34410 0.00
N 2.75333 2.80314 0.63725 0.33
C -3.93936 -3.26200 -1.75988 0.00
C 2.48797 4.63049 3.79673 -0.01
H 3.29785 4.01235 5.68868 0.01
C 5.07086 -2.26734 3.14145 0.00
H 4.48209 1.62283 0.48410 0.01
H -1.43522 5.87969 3.08238 0.00
C 2.67687 -5.01989 -3.24205 0.02
O -1.73193 0.13734 -1.11916 0.05
H 1.10355 -0.83786 -2.29073 0.01
C 1.11191 -3.60843 4.37579 0.03
H -4.12955 4.22805 -1.67069 0.00
H 2.04602 5.53479 4.19113 0.00
C 3.20189 -0.91550 2.47605 0.01
C 3.80056 2.61940 4.12951 0.00
C -2.35216 -0.00829 -0.05490 0.01
H 2.27978 -0.40388 2.73509 0.00
H 1.46414 4.38806 0.08411 0.01
C -2.59014 -4.00999 0.54629 0.02
H 4.01046 -1.28434 -5.39561 0.00
C 4.45545 -0.32542 -2.18317 0.00
C 0.49040 -4.31732 -2.51122 0.02
C 2.34797 4.33934 2.46340 0.12
H 1.99726 -4.49993 1.23590 0.00
H -4.40375 -5.01330 1.10055 0.00
C 1.30399 -4.96322 -3.43661 0.00
C -2.58945 4.34142 -3.16052 0.01
C -0.22758 -2.43108 2.75674 0.03
H -4.46437 -2.96730 -2.65950 0.00
H -0.58044 -4.29879 -2.67465 0.00
H 5.24843 -0.00145 -1.51926 0.00
C -1.11566 4.84990 2.98728 0.00
H 3.30588 -5.53505 -3.95652 0.00
C -1.26179 4.07691 -3.45966 0.00
C 3.51031 1.72547 0.01176 0.06
H -0.63465 2.05400 4.83878 0.00
H 0.58654 3.27571 -2.76822 0.00
C -2.26239 3.49014 -0.93471 0.01
C -2.62452 -2.86104 -1.56420 0.01
H 3.56665 -1.54371 4.48945 0.00
C 0.10854 -2.69727 4.08074 0.00
H -1.05088 -1.76372 2.53635 0.00
H -5.60694 -4.34505 -0.95292 0.00
C 3.69051 2.31163 2.79865 0.12
H 2.87386 -3.31620 -0.33146 0.00
H -3.44982 0.04789 -0.06095 0.00
H -0.12214 1.13222 2.61510 0.00
C -0.66412 2.70395 3.97415 0.00
C 0.45166 -3.06657 1.70485 0.08
C 3.92303 -1.56080 3.46857 0.00
C -0.92142 3.23779 -1.22055 0.02
H -2.66867 3.24790 0.03933 0.00
H -3.23750 4.77330 -3.91138 0.00
C -4.58096 -4.03552 -0.80067 0.01
C -1.03856 4.03128 4.11207 0.01
H 5.12600 -1.74047 -0.19080 0.00
O -1.78870 -0.21778 1.07524 0.08
C 2.13287 -0.77237 -2.62692 0.01
Ge -0.09167 -2.72565 -0.14072 0.29
C -0.78878 4.33821 1.74428 0.01
H -2.14745 -2.23366 -2.30735 0.00
C 1.72143 3.37656 -0.20144 0.05
H 4.34807 1.95536 4.78441 0.00
C -0.43487 3.51673 -2.49628 0.01
Pd 0.35099 -0.28392 0.36449 0.85
H -0.87167 4.29320 -4.44507 0.00


Entry 2:
13
Properties=species:S:1:pos:R:3:nbo_charge:R:1 method="wB97M-V/def2-TZVPD" gap_ha=0.2433 multiplicity=1 lumo_energy_ev=-0.2 homo_energy_ev=-6.811 energy_ha=-174.239286
N -1.86904 0.14703 0.60820 -1.28
H -0.47403 -0.04671 1.12028 0.36
C 0.88494 -0.57786 -0.34458 -0.04
H 1.22920 -0.58128 1.86436 0.24
H -0.22387 -0.13257 -0.91449 0.37
H 0.93401 1.45553 -1.19480 0.25
C 0.69009 -0.06943 1.03110 -0.73
H 1.00064 -1.66144 -0.59392 0.24
H -2.25905 0.97948 0.75611 0.32
H -2.59967 -0.53809 0.69606 0.33
C 0.70858 0.38758 -1.45065 -0.53
H 0.89227 1.03843 1.05370 0.22
H 0.88213 0.01574 -2.45992 0.24